[1]
The following is a quantum chemistry calculation of C18H21BrIrN4OS2 as an isolated structure in a non-equilibrium geometry, from the Open Molecules 2025 dataset.

Output
Spin multiplicity: 2
Gap between HOMO and LUMO (spin up / spin down): 6.66 / 4.98 eV
Energy above the lowest of the compared OMol25 structures with the same formula, charge and spin: 0.0000 eV
F_max: 0.027 Eh/bohr
<S²>: 0.7781
HOMO (spin up / spin down): -14.10 / -14.09 eV
Net charge: +2

Geometry as XYZ:
```
48
Properties=species:S:1:pos:R:3:forces:R:3
Ir -0.393815 -0.439219 -0.624552 -0.9600 1.0220 0.1601
C -3.072568 -4.945514 -0.050831 -0.0546 0.0852 -0.0249
S -2.714481 -4.389697 -1.730894 0.0579 -0.0110 -0.0434
C -1.791620 -2.951093 -1.515117 0.0083 -0.0730 -0.0684
S -1.886305 -2.039388 -0.006676 -0.0511 -0.0766 -0.0528
N -1.121221 -2.566790 -2.567486 0.0034 0.2194 0.3176
N -0.473697 -1.375167 -2.360130 0.5234 -0.5380 -0.0012
C 0.014073 -0.737774 -3.371511 -0.1103 -0.0271 -0.0761
C 0.733901 0.505673 -3.121741 0.0434 -0.0876 0.0918
C 1.411351 1.187871 -4.113311 0.0211 0.0214 0.0572
C 2.129870 2.327345 -3.764142 -0.0027 -0.0150 -0.0512
C 2.143732 2.738914 -2.444754 -0.0126 0.0251 0.0348
C 1.436407 2.005684 -1.500406 -0.1735 0.1217 -0.0354
N 0.736486 0.924768 -1.827612 0.2126 -0.2471 0.0034
H -3.816185 -5.729680 -0.178988 0.0234 -0.0259 0.0027
H -3.503956 -4.158450 0.560771 -0.0330 -0.0036 -0.0187
H -2.180087 -5.361172 0.408463 -0.0034 0.0171 0.0236
H -0.127154 -1.141904 -4.367622 0.0226 -0.0021 0.0007
H 1.391893 0.826390 -5.132246 -0.0278 0.0079 -0.0030
H 2.677261 2.876194 -4.518358 -0.0100 0.0130 0.0036
H 2.690554 3.618831 -2.137379 0.0200 -0.0179 0.0075
H 1.415702 2.297743 -0.458967 0.0072 -0.0078 -0.0026
Br 4.714377 -3.014530 2.582520 -0.0210 0.0184 -0.0101
C 3.279277 -2.262930 1.694399 0.0280 -0.0284 0.0535
C 2.013778 -2.247920 2.309944 -0.0291 0.0125 0.0471
C 0.938506 -1.721419 1.649140 -0.0142 0.0667 -0.0444
C 1.091676 -1.159307 0.348494 0.3858 -0.2758 -0.5940
C 2.386515 -1.189481 -0.249403 -0.0127 -0.0293 0.1269
C 3.459016 -1.728215 0.409620 0.0025 0.0653 -0.0764
H 1.899664 -2.672265 3.298192 -0.0105 -0.0154 -0.0081
H -0.033868 -1.744813 2.120177 -0.0116 -0.0247 -0.0167
H 2.526691 -0.786185 -1.242332 0.0265 -0.0398 -0.0145
H 4.438284 -1.752776 -0.048299 -0.0049 -0.0057 -0.0060
C -3.058245 2.749709 1.070910 0.0571 -0.0170 0.0177
N -1.888806 2.615593 1.952755 0.0095 0.0385 0.1184
C -1.813665 3.440047 3.172195 -0.0018 -0.0393 -0.0542
C -0.961958 1.740809 1.638450 -0.1315 -0.0385 -0.2162
C 0.245408 1.525756 2.487348 0.0274 -0.0031 0.0637
O -1.128189 1.073197 0.561502 0.2400 -0.1132 0.2861
H -3.718010 3.502682 1.485509 -0.0147 -0.0018 -0.0142
H -3.585552 1.800071 1.001666 -0.0072 0.0024 -0.0035
H -2.743979 3.052478 0.073995 -0.0087 0.0043 -0.0038
H -2.713881 4.041010 3.227542 0.0001 0.0059 0.0149
H -0.956002 4.109068 3.136971 -0.0051 0.0079 0.0091
H -1.764083 2.813975 4.060472 0.0033 0.0096 0.0071
H 0.363810 2.279251 3.257670 0.0284 0.0014 -0.0095
H 1.134374 1.513612 1.856568 -0.0136 -0.0211 -0.0128
H 0.174719 0.549023 2.967486 -0.0261 0.0200 0.0146
```
Forces are in eV/Å.

---

[2]
The following is a quantum chemistry calculation of C18H21Cl5INO2PdS as an isolated structure, from the Open Molecules 2025 dataset.

Output
Spin multiplicity: 1
Gap between HOMO and LUMO: 4.04 eV
Energy above the lowest of the compared OMol25 structures with the same formula, charge and spin: 0.0000 eV
F_max: 0.009 Eh/bohr
HOMO: -0.05 eV
Net charge: -2

Geometry as XYZ:
```
50
Properties=species:S:1:pos:R:3:forces:R:3
Pd -0.300153 -0.176680 -1.477889 0.0006 0.4303 -0.1663
Cl -3.446391 -2.981649 6.253914 0.0018 -0.0041 -0.0048
C -2.449777 -3.505977 4.930245 0.0123 0.0227 -0.0238
C -2.064526 -2.613577 3.918441 -0.0677 -0.0214 -0.0110
Cl -2.606415 -0.967033 4.007466 -0.0062 0.0062 0.0013
C -1.278946 -3.014416 2.859645 0.1101 -0.0634 0.0708
Cl -0.825780 -1.900499 1.618447 -0.0564 -0.0578 0.0052
C -0.760479 -4.365173 2.741268 0.0437 0.0777 -0.0078
O 0.000488 -4.729920 1.830559 -0.0109 0.0021 -0.0086
C -1.208698 -5.241176 3.795760 -0.0316 -0.0146 0.0705
Cl -0.653271 -6.884640 3.706121 0.0019 0.0108 -0.0039
C -2.011028 -4.824357 4.841976 0.0215 0.0094 -0.0460
Cl -2.483971 -5.955791 6.077544 0.0005 -0.0097 0.0068
C 2.496464 3.212848 -2.478399 0.0393 -0.0147 0.0109
N 1.064439 3.338139 -2.116013 -0.0337 -0.0441 0.0039
C 0.217560 2.595811 -3.099937 0.1557 0.0935 0.1508
C 0.860111 2.835568 -0.686287 -0.0142 0.0116 0.0077
C -0.579080 2.737617 -0.299076 -0.0072 -0.0282 -0.0196
C -1.218753 3.902869 0.139323 0.0049 0.0062 0.0211
C -2.555258 3.876532 0.496977 0.0083 -0.0376 -0.0124
C -3.220734 2.650550 0.425056 0.0143 0.0101 0.0119
C -2.564272 1.507398 -0.003819 0.0309 -0.0297 0.0387
C -1.204916 1.469682 -0.411067 -0.0978 0.0394 -0.0227
H 2.655514 3.617030 -3.476629 -0.0189 -0.0073 -0.0021
H 2.747121 2.150580 -2.439610 -0.0037 -0.0171 0.0047
H 3.096790 3.752435 -1.747121 -0.0136 0.0009 0.0070
H 0.780934 4.315189 -2.118755 0.0428 0.0246 -0.0341
H 0.340130 1.534186 -2.847893 -0.1801 -0.1967 -0.1747
H 0.566275 2.820100 -4.105790 -0.0156 0.0398 0.0038
H -0.821303 2.867708 -2.943636 -0.0143 -0.0330 0.0084
H 1.433643 3.533554 -0.067649 -0.0058 0.0222 -0.0102
H 1.320422 1.850558 -0.677223 0.0254 -0.0011 0.0219
H -0.656343 4.834710 0.224783 -0.0035 -0.0003 -0.0004
H -3.059804 4.770313 0.846248 -0.0025 0.0043 0.0014
H -4.265546 2.593106 0.718293 -0.0032 -0.0011 0.0020
H -3.129158 0.580831 -0.027975 -0.0114 0.0058 -0.0067
C 2.773093 -1.097023 0.979772 -0.0084 0.1144 -0.0256
S 1.991438 -0.659527 -0.615519 0.0562 -0.4803 0.0321
C 2.344806 -2.273437 -1.343646 0.0318 0.0043 -0.0060
O 2.991073 0.288730 -1.235805 0.0477 0.1583 -0.0107
H 3.703839 -1.643994 0.813685 0.0093 0.0417 -0.0006
H 2.060654 -1.690740 1.553104 0.0348 -0.0311 -0.0134
H 2.975992 -0.155381 1.489459 -0.0496 -0.0070 0.0126
H 2.165322 -3.050182 -0.599901 -0.0816 0.0096 -0.0201
H 3.390178 -2.255103 -1.658547 0.0128 -0.0189 0.0654
H 1.682598 -2.405062 -2.192447 0.0540 0.0338 -0.0592
I 1.163000 -0.528566 -4.990020 -0.0050 -0.0155 0.0266
C -0.272591 -1.239532 -3.316042 -0.1063 -0.1780 0.1156
H 0.003471 -2.301106 -3.380079 0.0565 0.0174 0.0321
H -1.188160 -1.175504 -3.911313 0.0321 0.1158 -0.0426
```
Forces are in eV/Å.

---

[3]
The following is a quantum chemistry calculation of a single C18H21ClN2O2S molecule, from the Open Molecules 2025 dataset.

Output
Spin multiplicity: 1
Gap between HOMO and LUMO: 9.11 eV
Energy above the lowest of the compared OMol25 structures with the same formula, charge and spin: 0.4042 eV
F_max: 0.016 Eh/bohr
HOMO: -8.74 eV
SMILES: O=S(=O)(NC1CCN(Cc2ccccc2)CC1)c1ccc(Cl)cc1

Geometry as XYZ:
```
45
Properties=species:S:1:pos:R:3:forces:R:3
O 2.462652 2.649417 1.979105 -0.0698 -0.3157 -0.0962
S 2.414453 3.066348 0.611996 -0.1328 0.1730 -0.3699
O 2.957249 4.338363 0.242830 -0.0255 -0.0719 -0.3083
N 0.831736 3.077656 0.105457 0.7286 0.2415 0.2635
C 0.077336 1.839129 0.179000 -0.3238 -0.4105 0.3466
C -1.153118 1.894633 -0.721231 0.2312 -0.1509 0.0052
C -1.949995 0.599383 -0.575439 0.0596 0.2333 -0.0900
N -2.354843 0.420781 0.803300 -0.0569 0.0187 0.0190
C -3.339449 -0.637828 0.989888 0.0027 0.0457 -0.0137
C -2.849468 -2.018132 0.622630 -0.0573 0.0159 0.0189
C -2.189353 -2.808238 1.556530 -0.0534 0.0126 -0.0354
C -1.678317 -4.044331 1.201795 0.0690 -0.0691 0.0671
C -1.821255 -4.509552 -0.094205 0.0301 -0.0723 -0.0245
C -2.485760 -3.735768 -1.030194 0.0082 -0.0472 -0.1109
C -2.994839 -2.499623 -0.673192 -0.0205 0.0039 0.0659
C -1.201618 0.309220 1.675597 0.1045 0.2781 0.0949
C -0.384318 1.595585 1.613502 0.0202 -0.3943 -0.0800
C 3.187010 1.789964 -0.389928 -0.2318 0.4209 0.4748
C 3.320441 0.511742 0.117932 0.0282 -0.0234 0.0726
C 3.866487 -0.485390 -0.672455 0.0325 0.0332 -0.1242
C 4.273448 -0.177044 -1.963711 -0.1294 0.2073 0.2155
Cl 4.952947 -1.412722 -2.954341 0.0930 -0.1646 -0.1335
C 4.148575 1.110404 -2.470451 -0.0406 -0.0579 0.0566
C 3.595342 2.097522 -1.673473 0.0457 0.0461 -0.0832
H 0.750752 3.568373 -0.770992 0.0650 0.1660 -0.1916
H 0.712626 0.995164 -0.143469 -0.2038 0.0426 0.0078
H -0.859643 2.028738 -1.764826 0.0098 0.0250 -0.0632
H -1.774593 2.737503 -0.418229 -0.0447 0.0800 -0.0176
H -2.850266 0.656738 -1.192265 0.0486 -0.0589 -0.0429
H -1.334762 -0.244311 -0.939831 -0.0939 0.0367 -0.0221
H -4.210045 -0.378482 0.380436 -0.0129 -0.0515 0.0727
H -3.638283 -0.615871 2.041433 -0.0571 -0.0234 -0.0573
H -2.082519 -2.456031 2.572671 0.0074 0.0516 0.1088
H -1.168829 -4.647006 1.939609 0.0351 -0.0519 0.0563
H -1.422381 -5.473995 -0.372086 0.0258 -0.0753 -0.0185
H -2.609370 -4.096561 -2.041054 -0.0098 -0.0330 -0.0741
H -3.519857 -1.904501 -1.407214 -0.0579 0.0748 -0.0698
H -1.558957 0.154654 2.695793 0.0479 -0.0825 0.0052
H -0.558218 -0.546161 1.399311 -0.0485 -0.0047 0.0773
H 0.477760 1.540340 2.275941 -0.0820 -0.0359 0.0424
H -1.003120 2.437006 1.924434 -0.0152 0.0672 0.0363
H 3.009421 0.320078 1.132785 -0.0149 -0.1119 0.1111
H 3.978961 -1.489706 -0.295699 0.0194 -0.0806 0.0158
H 4.481755 1.330367 -3.472336 0.0344 0.0060 -0.0774
H 3.494226 3.112145 -2.025354 0.0360 0.1074 -0.1302
```
Forces are in eV/Å.